{"formula": "C27H39Cl30N2OS3", "method": "ωB97M-V/def2-TZVPD", "species": ["C", "C", "C", "O", "C", "C", "C", "C", "C", "C", "C", "C", "S", "C", "S", "N", "C", "C", "C", "C", "N", "S", "C", "H", "H", "H", "H", "H", "H", "H", "H", "H", "H", "H", "H", "H", "H", "H", "H", "H", "H", "H", "H", "H", "H", "H", "H", "H", "H", "H", "H", "H", "C", "Cl", "Cl", "Cl", "H", "C", "Cl", "Cl", "Cl", "H", "C", "Cl", "Cl", "Cl", "H", "C", "Cl", "Cl", "Cl", "H", "C", "Cl", "Cl", "Cl", "H", "C", "Cl", "Cl", "Cl", "H", "C", "Cl", "Cl", "Cl", "H", "C", "Cl", "Cl", "Cl", "H", "C", "Cl", "Cl", "Cl", "H", "C", "Cl", "Cl", "Cl", "H"], "positions_angstrom": [[0.5618, -3.6121, 0.4126], [-0.3554, -4.9426, 0.5015], [-1.9477, -4.6054, 0.5179], [-2.4609, -4.3642, -0.8104], [-3.7471, -3.6888, -0.7718], [-3.4026, -2.1243, -0.5050], [-3.7593, -1.5139, 0.8800], [-3.3540, -0.0053, 1.0926], [-2.6289, 0.7615, -0.0693], [-2.1829, 2.2968, 0.1960], [-0.7115, 2.1826, 0.9040], [0.3695, 3.1998, 0.2924], [1.2215, 2.6158, -1.2468], [2.1154, 1.0241, -0.9559], [1.2127, -0.4125, -0.9995], [3.5665, 0.8889, -0.7173], [4.1183, -0.3694, -1.3415], [5.7417, -0.3372, -1.5368], [3.8921, 0.8178, 0.7468], [3.3409, 2.1138, 1.5870], [-2.3641, 0.1108, -1.3484], [-1.5995, 0.9397, -2.7022], [-2.7163, -1.2715, -1.5873], [-0.0716, -2.6855, 0.6488], [1.1466, -3.5195, -0.5688], [1.3636, -3.7007, 1.2411], [-0.1119, -5.7172, -0.2986], [-0.1439, -5.3961, 1.5445], [-2.0673, -3.7341, 1.2495], [-2.4466, -5.5187, 1.0215], [-4.4739, -4.1164, -0.0055], [-4.2539, -3.8285, -1.8026], [-4.2849, -2.0962, 1.7339], [-3.5647, 0.5602, 2.0595], [-2.9581, 2.7261, 0.9313], [-2.1276, 2.9014, -0.7720], [-0.8013, 2.3890, 2.0384], [-0.3524, 1.0948, 0.8119], [-0.2112, 4.1553, -0.0047], [1.0788, 3.5102, 1.1396], [3.9131, -1.2863, -0.6754], [3.6972, -0.5322, -2.4040], [6.0920, 0.4402, -2.2937], [6.0145, -1.3776, -1.9584], [6.3035, -0.2663, -0.5325], [3.5392, -0.1750, 1.2296], [5.0370, 0.8625, 0.8605], [4.1598, 2.4379, 2.3300], [2.3757, 1.7849, 2.0989], [3.2232, 2.9704, 0.8441], [-2.6776, 1.2987, -3.5077], [-2.4654, -1.7579, -2.5833], [6.5788, 3.8094, 0.3614], [7.1599, 2.5808, 1.4951], [5.9427, 3.0507, -1.0994], [5.3393, 4.8186, 1.1160], [7.4190, 4.4442, 0.0845], [-7.4698, -4.6322, 1.2525], [-8.0957, -5.8481, 2.3720], [-6.0868, -3.7835, 1.9657], [-7.0160, -5.3786, -0.2863], [-8.2563, -3.9045, 1.0616], [-0.9770, 4.8312, 4.3995], [-2.2597, 4.0226, 3.4844], [0.5544, 3.9610, 4.2251], [-0.8016, 6.5097, 3.8721], [-1.2542, 4.8297, 5.4521], [-4.4051, -1.7980, -5.4914], [-5.9047, -2.7030, -5.2530], [-4.4803, -0.2413, -4.6483], [-3.0150, -2.7438, -4.9360], [-4.2858, -1.6055, -6.5563], [-4.3918, -6.4495, -6.6667], [-4.3465, -4.8379, -7.3973], [-5.5551, -6.4955, -5.3337], [-4.7891, -7.6715, -7.8813], [-3.4042, -6.6720, -6.2671], [2.2107, -2.0681, -5.1122], [0.4452, -2.1731, -5.0462], [2.9371, -2.9901, -3.7882], [2.8096, -2.6447, -6.6731], [2.4961, -1.0236, -5.0002], [7.6495, 7.1186, 3.9629], [9.2036, 7.8845, 4.3187], [7.8521, 5.8313, 2.7562], [6.9148, 6.4935, 5.4455], [6.9836, 7.8724, 3.5471], [-6.1300, 2.7636, -2.7945], [-7.6227, 1.8465, -2.5563], [-6.2152, 4.3200, -1.9593], [-4.7316, 1.8320, -2.2314], [-6.0095, 2.9521, -3.8598], [7.8807, 2.0684, 5.3162], [7.9010, 3.6717, 4.5699], [6.6820, 2.0021, 6.6168], [7.5491, 0.8212, 4.1030], [8.8626, 1.8772, 5.7452], [-2.7263, 0.5452, 5.3629], [-2.9346, -1.0227, 6.1528], [-1.2956, 0.5319, 4.3209], [-4.1716, 0.9682, 4.4303], [-2.5823, 1.3008, 6.1331]], "charge": 1, "e_homo_ha": -0.3878, "multiplicity": 1, "orbital_gap_ev": 6.78}

***

{"formula": "C5H6N2O", "method": "ωB97M-V/def2-TZVPD", "species": ["C", "C", "N", "C", "C", "C", "O", "N", "H", "H", "H", "H", "H", "H"], "positions_angstrom": [[-2.0325, -1.0466, 0.0469], [-0.8361, -0.4404, -0.0566], [-0.7356, 0.9714, -0.1686], [0.5097, 1.5779, -0.0225], [1.7030, 0.9277, 0.1475], [1.6875, -0.5550, 0.0030], [2.7037, -1.2121, -0.0988], [0.3960, -1.0983, 0.0312], [-2.9549, -0.4456, -0.0438], [-2.2033, -2.1131, 0.0705], [-1.5867, 1.4105, 0.1632], [0.3873, 2.6905, -0.0221], [2.6504, 1.4557, -0.0173], [0.3113, -2.1225, -0.0327]], "smiles": "C=C1NC=CC(=O)N1", "e_homo_ha": -0.3008, "multiplicity": 1, "orbital_gap_ev": 8.88}

***

{"formula": "C6H25N2O4", "method": "ωB97M-V/def2-TZVPD", "species": ["C", "N", "C", "C", "C", "C", "C", "N", "H", "H", "H", "H", "H", "H", "H", "H", "H", "H", "H", "H", "H", "H", "H", "H", "H", "H", "H", "O", "H", "H", "O", "H", "H", "O", "H", "H", "O"], "positions_angstrom": [[-1.0902, -2.2950, 0.9196], [-0.9758, -0.7915, 1.0216], [-1.8954, -0.2118, 0.0734], [-1.3229, 1.2150, -0.3591], [-0.6148, 1.1597, -1.6747], [-0.9751, 2.4517, -2.5947], [-0.9280, -2.7795, 2.3162], [0.2733, -1.7299, 3.0046], [-2.1098, -2.7232, 0.6155], [-0.1445, -2.6667, 0.4020], [-0.0943, -0.4490, 0.7179], [-2.2249, -0.7900, -0.7455], [-2.7902, -0.1194, 0.6229], [-0.8327, 1.7923, 0.4846], [-2.2065, 1.9636, -0.4548], [0.5119, 1.1660, -1.5680], [-0.8567, 0.3290, -2.3124], [-0.5353, 2.3816, -3.5739], [-0.6974, 3.3018, -2.1842], [-2.1816, 2.4150, -2.6304], [-1.7101, -2.5256, 3.1334], [-0.6414, -3.8010, 2.6811], [-0.2521, -1.7827, 3.9018], [1.3114, -2.0004, 3.0894], [0.3291, -0.8277, 2.4423], [2.3504, 3.4889, -1.4268], [1.9542, 3.0609, -2.7944], [1.6265, 3.0505, -1.8737], [3.5119, -0.1133, -0.3668], [2.6921, 1.2490, -0.8502], [2.7682, 0.4655, -0.2907], [0.9066, -1.1383, -2.2310], [0.2779, -2.5268, -2.3295], [0.4315, -1.8240, -1.6220], [2.5360, 0.8136, 2.7337], [1.9071, 0.4116, 1.3841], [1.6917, 0.3799, 2.3387]], "e_homo_ha": [-0.0885, -0.3368], "multiplicity": 2, "orbital_gap_ev": [2.64, 9.36], "s2": 0.751}